Computed, not measured: a cluster of 7 separate species, C18H30Cl10F6O4 in total, with wB97M-V/def2-TZVPD.

Highest occupied orbital energy: -10.44 eV
LUMO level: 0.2 eV
ΔE to the lowest compared entry with this formula, charge and spin: 0.0 kJ/mol
Frontier orbital gap: 0.39130 hartree

```
68
Properties=species:S:1:pos:R:3:nbo_charge:R:1
H 0.24971 0.77723 -1.08781 0.242
C -0.55402 1.47995 -1.27863 -0.388
Cl 3.39388 2.05910 -5.76670 -0.071
Cl 0.79953 1.23645 -7.64819 -0.069
C 3.62116 3.80133 -0.34106 -0.385
H -4.73606 -2.62485 2.18317 0.221
H -3.27133 -2.43644 1.26398 0.230
Cl -0.99356 1.14292 -2.98248 -0.083
H -0.12976 3.42721 2.39531 0.224
C 2.01359 1.09769 -5.16412 -0.388
H -4.62618 -0.59195 3.81860 0.226
H 0.63804 5.78045 2.45500 0.213
H -0.97306 6.36142 2.79105 0.228
Cl -1.76827 -0.59262 -0.08086 -0.089
F -0.22535 -7.00986 3.03894 -0.309
H -1.62262 1.66367 0.60506 0.225
C -0.29828 -5.70577 2.73170 0.898
Cl 3.55747 3.15247 -2.00479 -0.056
Cl -0.04017 5.20146 4.62069 -0.048
C 0.72295 1.38266 -5.86816 -0.385
H -3.22539 -2.71649 3.05046 0.216
H 1.90957 1.33494 -4.10712 0.243
H 5.23492 -2.32415 -3.25988 0.215
H -2.31090 0.13216 3.07185 0.231
H 2.38139 4.02749 1.39285 0.219
O 1.62872 -0.74465 -2.56774 -0.563
H -4.24301 -5.06103 2.49148 0.203
Cl 1.96590 1.85137 0.63945 -0.059
H -0.19611 2.49786 -1.20830 0.225
C -3.70065 -2.97469 2.10665 -0.646
H 1.49910 4.03163 -0.13172 0.233
C 2.32892 3.57372 0.40456 -0.402
Cl -0.95466 4.47258 0.46283 -0.066
H 4.03808 -1.15722 -3.79035 0.217
C -3.91205 -0.07721 4.45629 -0.391
C 4.74614 -1.38859 -2.98930 -0.636
O -2.29941 -4.90704 1.74739 -0.468
C 4.02602 -1.51940 -1.66600 -0.086
C -1.72687 1.18072 -0.35917 -0.377
F 0.17627 -5.53934 1.50170 -0.301
Cl -3.88921 1.70386 2.38629 -0.074
O -2.26634 -5.15088 3.97545 -0.554
H 3.83106 4.86098 -0.44317 0.228
H -4.01786 -4.63251 0.78525 0.201
C -2.99111 0.77695 3.62619 -0.386
F 0.05149 -3.12597 -1.25743 -0.308
H -1.82759 3.95513 2.57505 0.237
H -0.02366 0.66609 -5.52886 0.231
H -3.33547 -0.80401 5.02336 0.228
C -1.75656 -5.21456 2.89862 0.695
C -0.32284 5.49727 2.89056 -0.386
C -3.66967 -4.44993 1.79871 -0.080
H 3.75946 -0.54428 -1.26044 0.205
H -2.67018 1.44290 -0.82596 0.233
F -0.17712 -2.58747 -3.34786 -0.300
C 0.70073 -2.96110 -2.41854 0.899
Cl -4.82845 0.87985 5.64787 -0.056
H -2.45385 1.48624 4.24844 0.226
F 1.21851 -4.13863 -2.77326 -0.305
H 2.27743 0.04600 -5.23506 0.214
H 4.44896 3.29653 0.15052 0.222
O 2.90511 -2.41312 -1.78214 -0.470
C -0.83672 4.23637 2.22683 -0.390
H 5.47407 -0.57916 -2.99082 0.230
H 0.30593 2.36650 -5.67149 0.222
H 4.68104 -1.99060 -0.93375 0.198
F 0.49175 -5.03100 3.57875 -0.310
C 1.79745 -1.88660 -2.26970 0.702
```

Computed, not measured: a structure of composition C18H30F3NO3RhS2Si, with wB97M-V/def2-TZVPD.

Highest occupied orbital energy (alpha / beta): -11.99 / -11.99 eV
LUMO level (alpha / beta): -5.5 / -5.5 eV
ΔE to the lowest compared entry with this formula, charge and spin: 56.8 kJ/mol
Frontier orbital gap (alpha / beta): 0.23854 / 0.23843 hartree
Charge: +1

```
59
Properties=species:S:1:pos:R:3:nbo_charge:R:1
C -2.11429 -2.26742 -2.10618 -0.635
H -3.18059 -1.31962 0.21922 0.222
O -1.66939 1.25288 0.55612 -0.971
C -0.50119 0.53778 2.57852 -0.652
H -2.70259 -3.16772 -2.25378 0.232
S 1.28121 0.88548 -0.45648 -0.395
S 2.29601 -1.96622 2.00102 0.115
H -3.50549 2.15418 2.07402 0.221
H -0.76479 3.26968 3.05712 0.226
H -2.59909 0.88768 -4.38068 0.217
H -4.00479 1.43228 -2.33948 0.215
C 5.04081 -1.46072 1.93982 -0.204
C -1.97749 2.06918 -2.69328 0.286
H -0.89189 -0.47032 2.45882 0.205
H 7.11711 -0.99102 1.67682 0.256
H -1.45649 4.15338 -2.82318 0.233
H -0.18189 -3.46242 0.52842 0.223
F 4.46991 -2.41152 4.02932 -0.309
H -1.34319 -2.21922 -2.86968 0.221
H -1.00619 3.38658 -1.29508 0.210
H -3.33209 2.45358 -1.06558 0.221
F 6.25111 -1.21082 3.95222 -0.304
C 6.11641 -1.30642 -0.19758 -0.260
C -3.37829 2.29778 -2.13958 -0.633
C 3.84651 -1.74572 1.26652 0.077
H -2.76399 1.80558 3.63832 0.223
C -2.59839 -2.22922 0.34322 -0.634
O -0.67169 -1.09632 -0.55068 -0.965
C -1.49959 -2.26452 -0.71148 0.283
H -0.37979 0.73658 3.64032 0.236
F 4.31671 -0.27662 3.84542 -0.310
H -3.25909 -3.08232 0.23082 0.237
H -3.22109 0.48168 2.55852 0.211
O -1.44449 0.87848 -2.08318 -0.961
H -3.82599 3.16948 -2.60758 0.226
C -2.00939 1.77908 -4.19028 -0.617
C -1.06599 3.24678 -2.37198 -0.638
H 4.80231 -1.68632 -1.86948 0.227
C -2.82789 1.49168 2.60202 -0.619
Si -0.91929 0.51088 -0.63648 2.288
H 0.32771 -3.33632 -1.19578 0.192
H -2.76589 -1.40572 -2.21618 0.227
H -0.06479 3.06478 -2.75488 0.219
H -2.44899 2.61328 -4.72618 0.223
Rh 1.67651 -1.38992 -0.30138 0.789
C 4.90061 -1.60452 -0.79508 0.094
H 0.48501 0.58668 2.10972 0.224
C -0.53549 -3.43842 -0.50748 -0.633
C 6.18491 -1.22942 1.18882 -0.066
H -2.17179 -2.24532 1.34142 0.218
H -1.02719 -4.38332 -0.72608 0.248
H 0.08191 3.02528 1.52272 0.216
C -0.88449 2.96858 2.02042 -0.629
C 5.02731 -1.34422 3.44672 0.979
H 6.99381 -1.13762 -0.80398 0.252
H -1.56799 3.66098 1.53482 0.220
H -1.00209 1.61348 -4.56028 0.217
C -1.44969 1.55288 1.94922 0.290
N 3.79911 -1.81732 -0.08168 -0.484
```

Computed, not measured: the ion C18H30N3O3S with charge +1, with wB97M-V/def2-TZVPD.

Highest occupied orbital energy: -11.67 eV
LUMO level: -3.4 eV
ΔE to the lowest compared entry with this formula, charge and spin: 10.5 kJ/mol
Frontier orbital gap: 0.30231 hartree
Charge: +1

```
55
Properties=species:S:1:pos:R:3:nbo_charge:R:1
C 7.61679 -0.31930 0.62013 -0.396
H 6.45608 1.48619 0.41668 0.209
C 5.19136 -1.63278 -0.37516 -0.400
C -5.39744 0.50570 1.58108 -0.238
H -5.79872 1.25430 0.89407 0.250
C 6.32380 -2.43384 0.26132 -0.396
C -2.11887 1.45197 -0.44016 -0.154
H -3.85998 -3.81997 1.29810 0.245
H 2.15506 0.08082 -0.26731 0.446
O 1.65284 3.10043 0.29832 -0.571
H 7.46360 -0.36983 1.70052 0.197
H -2.00807 -1.90844 -0.90966 0.246
H -6.18892 0.21288 2.27721 0.225
H -4.27334 -3.06726 -0.24524 0.241
H 0.40670 -1.46856 -0.58578 0.233
H -3.39778 1.33920 1.70410 0.220
H -2.84054 2.25312 -0.45355 0.251
C 2.16827 2.02736 0.11974 0.685
O -4.48094 -1.33722 -1.68688 -0.881
H -4.59287 -1.75382 2.49914 0.227
C -4.27137 -1.72148 1.45397 -0.241
O -4.98474 1.03576 -1.21485 -0.872
H 4.17431 0.59320 -1.38958 0.372
C -2.54304 0.14562 -0.64193 -0.443
H 8.45868 -2.30099 0.52579 0.218
H -3.87465 0.40890 3.12984 0.221
N -5.03227 -0.66682 0.75837 -0.551
H 6.66359 0.58074 -1.08800 0.197
H 4.93787 -0.28433 1.28079 0.188
H 6.35302 -3.43426 -0.17308 0.216
C -4.49734 -3.08330 0.81717 -0.640
H -0.42197 2.71050 -0.10892 0.273
H -5.52984 -3.40052 0.94596 0.222
C 3.66850 1.77414 0.19356 -0.326
C 5.13891 -0.21828 0.20430 -0.038
C -1.64794 -0.91360 -0.70398 -0.157
C -0.77761 1.70463 -0.26420 -0.207
N 1.48983 0.85579 -0.14391 -0.625
H -5.89265 -1.08259 0.38955 0.436
H 4.18018 2.63560 -0.25260 0.227
H 4.23499 -2.13260 -0.20586 0.205
C -4.22706 1.08672 2.35731 -0.637
H -3.21412 -1.44705 1.42723 0.228
C 7.66095 -1.73196 0.04697 -0.398
C 0.15177 0.64992 -0.30378 0.229
H 7.87943 -1.68445 -1.02201 0.197
S -4.24912 -0.14710 -0.94800 2.277
N 4.00501 0.48766 -0.39287 -0.651
H -4.55930 1.99850 2.84612 0.252
H 3.92774 1.76415 1.25778 0.233
C -0.30615 -0.66037 -0.53290 -0.235
H 5.35225 -1.57138 -1.45404 0.196
H 6.13621 -2.53876 1.33220 0.196
C 6.48362 0.48268 -0.01380 -0.420
H 8.56676 0.18620 0.44118 0.219
```